Version A
The following is a quantum chemistry calculation of a structure of composition C5H12N2O, from OMol25.

Output
HOMO-LUMO gap in eV: 7.173
HOMO in eV: -6.575
E_LUMO in eV: 0.60
Net charge: 0
Spin multiplicity: 1

Geometry (Å):
C 1.52 0.13 0.46
C -0.62 -1.16 1.60
C 2.27 0.20 -0.84
N -0.13 -0.68 0.31
C -0.96 0.35 -0.33
C -0.40 1.57 -0.30
N -2.21 -0.02 -0.91
O -1.04 2.60 -0.92
H -1.89 2.28 -1.27
H 0.02 -1.48 -0.32
H -2.15 -0.67 -1.68
H -2.91 -0.33 -0.25
H 1.89 -0.66 1.12
H 1.44 1.06 1.00
H -0.70 -0.29 2.27
H 0.06 -1.89 2.03
H -1.61 -1.63 1.51
H 3.35 0.15 -0.64
H 2.04 1.12 -1.37
H 2.03 -0.64 -1.49


Version B
The following is a quantum chemistry calculation of an isolated molecule of C5H12N2O, from OMol25.

Output
HOMO-LUMO gap in eV: 10.002
HOMO in eV: -9.203
E_LUMO in eV: 0.80
Net charge: 0
Spin multiplicity: 1
SMILES: NCCCCNC=O

Geometry (Å):
C 0.38 0.41 -1.56
N 0.81 1.76 -1.23
C 0.06 2.79 -0.75
O -1.04 2.76 -0.28
C -0.73 0.01 -0.50
C -0.23 -0.22 0.99
C 0.43 -1.65 1.34
N -0.62 -2.59 1.66
H 1.10 -0.28 -1.64
H -0.21 0.43 -2.62
H 1.69 1.99 -1.53
H 0.55 3.73 -1.05
H -1.41 -0.87 -0.86
H -1.33 1.06 -0.57
H -1.03 -0.27 1.85
H 0.43 0.63 1.25
H 1.22 -1.88 0.40
H 1.18 -1.35 2.20
H -0.24 -3.48 2.09
H -1.00 -2.98 0.82


Version C
The following is a quantum chemistry calculation of a structure of composition C5H12N2O, from OMol25.

Output
HOMO-LUMO gap in eV: 9.654
HOMO in eV: -8.680
E_LUMO in eV: 0.97
Net charge: 0
Spin multiplicity: 1

Geometry (Å):
C -0.80 1.20 -0.85
C -0.68 0.14 0.25
C -1.36 -1.24 0.53
C -2.59 -0.41 0.55
O -3.40 -0.35 -0.34
N 0.76 -0.49 -0.13
C 1.90 0.37 0.08
N 3.09 -0.45 0.01
H -1.42 2.05 -0.57
H -1.27 0.78 -1.74
H 0.18 1.48 -1.17
H -0.36 0.60 1.19
H -1.01 -1.52 1.51
H -1.45 -2.01 -0.21
H -2.83 0.21 1.43
H 0.55 -0.70 -1.10
H 1.77 0.70 1.12
H 1.98 1.20 -0.63
H 2.95 -1.40 -0.25
H 4.00 -0.15 0.33


Of them, version B has the highest stability.


Version A
The following is a quantum chemistry calculation of an isolated molecule of C5H12N2O, from OMol25.

Output
HOMO-LUMO gap in eV: 9.689
HOMO in eV: -8.608
E_LUMO in eV: 1.08
Net charge: 0
Spin multiplicity: 1
SMILES: N/C=N/CCCCO

Geometry (Å):
C -0.10 1.80 -1.70
O 0.12 3.21 -1.65
C 0.82 1.16 -0.77
C 0.15 1.05 0.62
C -0.78 -0.18 0.88
N 0.45 -3.60 0.80
C -0.48 -2.60 0.91
N 0.01 -1.39 0.83
H 0.31 1.51 -2.64
H -1.23 1.56 -1.41
H -0.15 3.74 -1.01
H 1.20 0.01 -1.17
H 1.81 1.63 -0.80
H 1.02 1.06 1.26
H -0.39 1.91 0.88
H -1.60 -0.37 0.19
H -1.28 0.09 1.90
H 1.46 -3.25 0.90
H 0.14 -4.47 0.84
H -1.45 -2.88 1.15


Version B
The following is a quantum chemistry calculation of a cluster of 2 separate species, C5H12N2O in total, from OMol25.

Output
HOMO-LUMO gap in eV: 9.383
HOMO in eV: -8.612
E_LUMO in eV: 0.77
Net charge: 0
Spin multiplicity: 1
SMILES: [H]/N=C(C)/C(C)=N/[H].CO

Geometry (Å):
C 0.89 2.34 -0.13
C 1.44 -1.48 -0.81
C 0.72 -0.63 0.19
O 0.73 1.16 -0.91
N 1.00 -0.44 1.41
H 1.72 -1.06 1.77
H 0.03 3.00 -0.27
H 1.79 2.85 -0.45
H 0.97 2.06 0.92
H 2.38 -0.98 -1.05
H 0.86 -1.60 -1.72
H 1.66 -2.45 -0.37
C -2.01 -0.04 0.90
C -1.13 -0.64 -0.17
N -1.53 -1.51 -1.02
H -2.55 -1.68 -0.95
H -0.26 0.74 -0.84
H -2.61 0.76 0.46
H -2.67 -0.79 1.35
H -1.41 0.41 1.69


Of them, version A has the highest stability.


Version A
The following is a quantum chemistry calculation of an isolated molecule of C6H9IN2, from OMol25.

Output
HOMO-LUMO gap in eV: 8.589
HOMO in eV: -8.170
E_LUMO in eV: 0.42
Net charge: 0
Spin multiplicity: 1
SMILES: CCn1cnc(C)c1I

Geometry (Å):
C 0.77 0.74 0.79
C 0.62 -1.27 1.56
C -0.58 -1.10 0.91
C 1.08 -2.54 2.26
C -1.01 0.49 -2.01
C -1.24 1.03 -0.70
N 1.42 -0.24 1.39
N -0.41 0.46 0.29
I -2.27 -2.31 0.70
H 1.19 1.70 0.76
H 2.15 -2.50 2.20
H 0.88 -2.36 3.32
H 0.63 -3.39 1.82
H -1.42 -0.54 -2.11
H 0.07 0.42 -2.10
H -1.43 1.16 -2.76
H -2.28 1.02 -0.39
H -0.98 2.06 -0.63


Version B
The following is a quantum chemistry calculation of a cluster of 2 separate species, C6H9IN2 in total, from OMol25.

Output
HOMO-LUMO gap in eV: 8.220
HOMO in eV: -8.186
E_LUMO in eV: 0.03
Net charge: 0
Spin multiplicity: 1

Geometry (Å):
C -1.08 -1.50 -0.19
C 0.18 -1.74 -0.37
C -0.58 1.84 -0.52
C 0.00 3.06 0.01
C 2.46 -1.43 0.57
C 1.45 -1.87 -0.49
N -1.07 0.79 -0.33
N -1.66 -0.32 -0.48
I -4.73 0.00 0.08
H -1.92 -2.02 0.38
H 0.51 2.71 0.94
H 0.59 3.76 -0.65
H -0.77 3.54 0.44
H 2.83 -2.29 1.19
H 1.93 -0.78 1.16
H 3.26 -0.82 0.16
H 1.85 -2.43 -1.37
H -3.24 -0.50 -0.53


Of them, version A has the highest stability.


Version A
The following is a quantum chemistry calculation of a cluster of 2 separate species, C3H8N2OS in total, from OMol25.

Output
HOMO-LUMO gap in eV: 9.513
HOMO in eV: -8.583
E_LUMO in eV: 0.93
Net charge: 0
Spin multiplicity: 1
SMILES: COCSC.N#N

Geometry (Å):
C -0.90 2.12 -0.81
C -0.13 -2.38 0.27
C -0.51 0.31 0.61
N 3.85 -0.26 0.13
N 3.14 0.55 -0.08
O -0.26 1.63 0.35
S 0.21 -0.86 -0.64
H -0.53 1.61 -1.70
H -0.66 3.18 -0.87
H -1.99 1.99 -0.74
H 0.11 -3.21 -0.40
H -1.18 -2.42 0.53
H 0.49 -2.43 1.16
H -0.04 0.08 1.57
H -1.59 0.08 0.64


Version B
The following is a quantum chemistry calculation of a cluster of 2 separate species, C3H8N2OS in total, from OMol25.

Output
HOMO-LUMO gap in eV: 4.396
HOMO in eV: -8.270
E_LUMO in eV: -3.87
Net charge: 0
Spin multiplicity: 1

Geometry (Å):
N -0.35 -0.40 -1.46
C -0.47 -0.37 -0.08
C 0.24 0.74 0.71
S -1.95 2.17 -1.45
C 0.95 -0.60 0.68
N 0.72 -1.42 1.85
O 1.93 -0.81 -0.07
H 0.52 -0.76 -1.81
H -2.09 2.59 -2.72
H -0.77 0.45 -1.90
H -1.42 -0.65 0.35
H -0.31 1.03 1.60
H 0.52 1.51 -0.01
H 1.34 -1.12 2.61
H 1.13 -2.34 1.70


Version C
The following is a quantum chemistry calculation of a structure of composition C3H8N2OS, from OMol25.

Output
HOMO-LUMO gap in eV: 3.718
HOMO in eV: -7.658
E_LUMO in eV: -3.94
Net charge: 0
Spin multiplicity: 1

Geometry (Å):
N -0.25 2.75 -0.58
C -0.95 1.60 -0.03
C 0.02 0.54 1.07
S 2.32 -1.50 -0.45
C -1.17 -0.02 0.39
N -0.84 -1.02 -0.54
O -2.23 -0.08 1.06
H 0.75 2.52 -0.53
H 2.50 -2.63 -1.14
H -1.96 2.01 -0.06
H -0.49 1.62 -1.16
H -0.16 0.94 2.06
H 0.84 -0.18 0.94
H -1.63 -1.62 -0.74
H 0.08 -1.45 -0.56


Of them, version A has the highest stability.


Version A
The following is a quantum chemistry calculation of an isolated molecule of C3H8N2OS, from OMol25.

Output
HOMO-LUMO gap in eV: 8.731
HOMO in eV: -8.106
E_LUMO in eV: 0.62
Net charge: 0
Spin multiplicity: 1
SMILES: CNC(=S)N(C)O

Geometry (Å):
C -2.15 0.71 0.81
C 0.20 0.37 0.08
C 1.00 -1.91 -0.40
H -1.93 0.09 1.67
H -2.81 0.18 0.11
H -2.60 1.61 1.17
H -0.71 2.04 0.23
H 0.77 -2.90 -0.01
H 1.13 -2.08 -1.49
H 1.91 -1.56 0.13
H -1.41 -0.71 -1.44
N -0.94 1.08 0.15
N 0.00 -0.90 -0.21
O -1.18 -1.32 -0.70
S 1.71 1.10 0.17


Version B
The following is a quantum chemistry calculation of a cluster of 2 separate species, C3H8N2OS in total, from OMol25.

Output
HOMO-LUMO gap in eV: 4.866
HOMO in eV: -8.763
E_LUMO in eV: -3.90
Net charge: 0
Spin multiplicity: 1

Geometry (Å):
N 1.48 -0.37 -0.50
C 0.22 0.13 -0.65
C -0.82 0.33 0.59
S -0.62 -2.64 0.11
C 0.03 1.43 0.05
N -0.69 2.52 -0.61
O 1.01 1.77 0.86
H 1.93 0.33 0.11
H 0.36 -2.80 1.08
H 1.25 -1.40 -0.32
H -0.41 -0.16 -1.52
H -1.85 0.19 0.24
H -0.52 -0.42 1.36
H -0.46 2.62 -1.59
H -0.44 3.35 -0.05


Version C
The following is a quantum chemistry calculation of an isolated molecule of C3H8N2OS, from OMol25.

Output
HOMO-LUMO gap (alpha / beta) in eV: 7.960 / 8.629
HOMO (alpha / beta) in eV: -8.385 / -8.396
E_LUMO (alpha / beta) in eV: -0.42 / 0.23
Net charge: 0
Spin multiplicity: 1

Geometry (Å):
C -1.45 1.18 0.89
C -1.51 -0.08 0.16
C 1.62 -1.66 -1.06
N -0.09 1.62 1.27
N 0.81 0.49 -0.93
O 1.48 -0.53 -0.23
S 0.78 1.91 -0.17
H -1.88 2.00 0.31
H -1.98 1.11 1.85
H -1.14 -0.97 0.63
H -2.02 -0.17 -0.77
H 2.43 -2.25 -0.63
H 1.88 -1.35 -2.08
H 0.70 -2.24 -1.08
H 0.37 0.92 1.84


Of them, version A has the highest stability.


Version A
The following is a quantum chemistry calculation of an isolated molecule of C3H8N2OS, from OMol25.

Output
HOMO-LUMO gap in eV: 9.266
HOMO in eV: -8.706
E_LUMO in eV: 0.56
Net charge: 0
Spin multiplicity: 1
SMILES: NCCSNC=O

Geometry (Å):
C -1.61 -0.23 0.36
C -0.37 -1.13 0.65
C 2.41 0.46 -0.16
H -0.95 1.75 -0.08
H -2.05 1.11 -1.08
H -2.08 0.09 1.29
H -2.36 -0.87 -0.29
H -0.68 -2.11 0.92
H 0.30 -0.60 1.39
H 0.62 0.69 -1.05
H 2.53 1.60 -0.30
N -1.26 0.86 -0.58
N 1.52 -0.10 -1.01
O 3.17 -0.02 0.66
S 0.81 -1.52 -0.71


Version B
The following is a quantum chemistry calculation of an isolated molecule of C3H8N2OS, from OMol25.

Output
HOMO-LUMO gap in eV: 9.364
HOMO in eV: -8.760
E_LUMO in eV: 0.60
Net charge: 0
Spin multiplicity: 1
SMILES: CSNC(=O)CN

Geometry (Å):
C -2.02 0.68 1.30
C 0.56 -0.78 -0.11
C 2.07 -0.74 -0.12
H -1.48 1.52 1.74
H -1.59 -0.25 1.78
H -3.12 0.86 1.41
H 0.60 1.11 -0.88
H 2.28 -1.27 0.82
H 2.45 -1.46 -0.92
H 2.74 1.06 -1.05
H 2.85 1.03 0.61
N -0.02 0.41 -0.46
N 2.78 0.49 -0.26
O -0.06 -1.78 0.28
S -1.71 0.65 -0.45


Of them, version B has the highest stability.


Version A
The following is a quantum chemistry calculation of a cluster of 2 separate species, C4H13NO2 in total, from OMol25.

Output
HOMO-LUMO gap in eV: 10.044
HOMO in eV: -9.632
E_LUMO in eV: 0.41
Net charge: 0
Spin multiplicity: 1
SMILES: CNCCCO.O

Geometry (Å):
C -0.95 1.58 0.72
N 0.18 0.90 -0.04
C -0.15 -0.50 -0.49
C -0.60 -1.33 0.73
C 0.32 -1.41 1.97
O 0.97 -0.25 2.52
H -0.91 2.65 0.54
H -0.81 1.39 1.77
H -1.90 1.17 0.40
H 0.17 1.47 -0.88
H 0.79 -0.74 -0.97
H -1.04 -0.44 -1.14
H -0.89 -2.36 0.51
H -1.55 -0.90 1.07
H -0.27 -1.78 2.80
H 1.13 -2.14 1.72
H 1.10 0.30 1.72
H 0.39 1.23 -3.75
H -0.44 0.35 -4.54
O 0.48 0.61 -4.48


Version B
The following is a quantum chemistry calculation of a cluster of 3 separate species, C4H13NO2 in total, from OMol25.

Output
HOMO-LUMO gap in eV: 9.101
HOMO in eV: -8.566
E_LUMO in eV: 0.53
Net charge: 0
Spin multiplicity: 1
SMILES: C/C=C/CN.O.O

Geometry (Å):
N 1.04 0.28 1.27
C -0.50 0.00 1.34
C -0.29 -2.25 -1.48
C -0.94 -1.13 -0.77
C -1.14 -1.14 0.53
H 1.44 -0.09 2.17
H 1.45 1.20 1.32
H -0.80 -0.27 2.40
H -1.01 0.88 0.96
H -0.95 -2.44 -2.38
H -0.32 -3.18 -0.88
H 0.71 -2.20 -1.94
H -1.09 -0.20 -1.36
H -1.55 -1.98 1.06
H 1.80 0.94 -0.39
H 1.70 0.21 -1.51
O 2.20 0.95 -1.25
H -0.05 3.32 -0.29
H -1.34 3.38 0.60
O -0.35 3.72 0.59


Of them, version A has the highest stability.


Version A
The following is a quantum chemistry calculation of a cluster of 2 separate species, C6H10NO in total, from OMol25.

Output
HOMO-LUMO gap (alpha / beta) in eV: 4.150 / 2.873
HOMO (alpha / beta) in eV: -10.056 / -9.349
E_LUMO (alpha / beta) in eV: -5.91 / -6.48
Net charge: +1
Spin multiplicity: 1

Geometry (Å):
C -2.59 1.58 2.84
C -2.02 0.53 3.53
C -1.42 -0.30 2.70
C 0.97 0.87 -2.01
C 1.13 0.29 -0.68
C 1.76 -1.62 -2.27
N 0.83 -0.64 -1.73
O -0.94 -0.90 1.86
H -3.30 2.14 3.25
H -2.38 1.47 1.76
H -1.91 0.37 4.61
H 0.14 1.33 -2.48
H 1.85 1.10 -2.69
H 2.05 0.07 -0.08
H 1.86 -2.27 -1.49
H 1.36 -1.88 -3.20
H 2.73 -1.09 -2.26
H -0.10 -1.05 -1.66


Version B
The following is a quantum chemistry calculation of a structure of composition C6H10NO, from OMol25.

Output
HOMO-LUMO gap in eV: 5.302
HOMO in eV: -13.275
E_LUMO in eV: -7.97
Net charge: +1
Spin multiplicity: 1

Geometry (Å):
O -0.43 -1.42 -2.23
C -1.00 -1.98 -1.33
C -1.11 -1.51 0.12
C -1.31 -0.03 0.08
C -0.02 0.67 0.72
C 0.00 1.72 1.59
C 2.13 0.96 -0.24
N 1.08 0.15 0.21
H -1.56 -2.90 -1.58
H -0.09 -1.93 -0.31
H -1.56 -2.29 0.70
H -2.17 0.21 0.71
H -1.31 0.38 -0.92
H -0.74 2.51 1.68
H 0.94 1.88 2.08
H 2.54 1.72 0.45
H 2.89 0.33 -0.65
H 1.71 1.52 -1.08


Of them, version B has the highest stability.